No. 1
This record from the OMol25 dataset describes C24H24Cl2N5O3SSn as an isolated structure. The level of theory is the ωB97M-V functional and the def2-TZVPD basis.

Each line ends with the Mulliken charge.
Cartesian coordinates (Å):
Sn: 1.158 -1.523 -1.109  1.2770
C: -0.872 2.298 -0.752  -0.5382
N: -1.088 0.906 -0.286  0.3095
C: -2.345 -0.820 1.117  -1.3661
C: -1.019 -1.031 1.794  0.3762
N: 0.189 -1.042 1.241  0.3292
C: 1.068 -1.426 2.254  0.5942
C: 2.453 -1.611 2.224  -0.5963
C: 3.060 -2.046 3.381  -0.9723
C: 2.317 -2.286 4.550  -0.5230
C: 0.952 -2.098 4.600  -1.1989
C: 0.344 -1.660 3.428  0.6457
N: -0.969 -1.376 3.096  -0.0556
C: 0.591 2.306 -1.109  -0.4226
N: 1.358 1.246 -0.947  0.0640
C: 2.622 1.642 -1.379  0.9505
C: 3.825 0.936 -1.416  -0.4647
C: 4.933 1.591 -1.909  -0.9254
C: 4.863 2.924 -2.340  -0.4890
C: 3.684 3.641 -2.303  -1.1669
C: 2.569 2.972 -1.813  0.5391
N: 1.251 3.360 -1.621  -0.0292
H: -1.104 3.022 0.030  0.5712
H: -1.487 2.510 -1.630  0.5162
H: -0.673 0.361 -1.085  -0.3645
H: -2.616 -1.778 0.678  0.5696
H: -3.094 -0.595 1.875  0.5576
H: 3.023 -1.407 1.323  0.2683
H: 4.129 -2.208 3.396  0.4746
H: 2.838 -2.621 5.437  0.4245
H: 0.392 -2.281 5.507  0.4518
H: -1.755 -1.459 3.724  0.2839
H: 3.887 -0.082 -1.046  0.1295
H: 5.880 1.070 -1.966  0.4556
H: 5.758 3.405 -2.709  0.4174
H: 3.637 4.667 -2.643  0.4425
H: 0.872 4.266 -1.849  0.2522
Cl: 4.077 -3.089 -1.551  -0.0710
C: 3.237 -4.641 -1.418  -0.3585
Cl: 1.474 -4.401 -1.202  -0.0844
H: 3.621 -5.180 -0.560  0.3512
H: 3.388 -5.201 -2.333  0.3848
C: -5.700 2.381 0.500  -1.4995
C: -4.705 1.410 -0.063  0.3123
C: -5.064 0.575 -1.150  -0.5438
C: -4.166 -0.342 -1.751  -0.8197
C: -2.902 -0.444 -1.294  -0.9467
C: -2.444 0.298 -0.057  2.4465
C: -3.436 1.301 0.426  -1.1672
S: -1.741 -1.547 -2.136  1.7300
O: -0.676 -0.563 -2.513  -0.7792
O: -2.400 -2.215 -3.184  -0.6284
O: -1.156 -2.335 -1.038  -0.7187
H: -6.434 2.676 -0.248  0.4398
H: -5.223 3.277 0.891  0.4222
H: -6.250 1.915 1.322  0.3434
H: -6.069 0.653 -1.556  0.5261
H: -4.473 -0.934 -2.607  0.6682
H: -0.454 0.720 0.506  0.5556
H: -3.133 1.913 1.272  0.6491

Results
energy: -80555.666 eV
HOMO: -16.436 eV
net charge: +3
relative energy (zero: lowest compared OMol25 entry of this formula, charge and spin): 39.7 kcal/mol
spin multiplicity: 1

---

No. 2
This record from the OMol25 dataset describes C35H32N6O2V as an isolated structure at a distorted geometry. The level of theory is the ωB97M-V functional and the def2-TZVPD basis.

Each line ends with the Mulliken charge.
Cartesian coordinates (Å):
V: 0.150 1.711 0.896  -0.4934
O: 3.168 1.331 -2.420  -0.6839
C: 4.071 0.799 -1.545  0.7507
C: 5.136 0.164 -2.156  -0.6104
C: 6.187 -0.424 -1.405  -0.2902
C: 6.172 -0.384 -0.005  -0.8869
C: 5.201 0.363 0.610  -0.3355
C: 4.118 0.915 -0.132  0.0319
C: 2.899 1.376 0.618  0.9767
O: 1.880 1.687 -0.147  -0.7435
N: 2.914 1.479 1.952  -1.3279
N: 1.664 1.757 2.385  0.7202
C: 1.478 2.040 3.600  -0.1397
C: 0.059 2.362 3.984  0.4933
C: -0.368 2.562 5.314  -0.9473
C: -1.745 2.569 5.542  -0.4109
C: -2.581 2.370 4.463  -0.7538
C: -2.121 2.213 3.171  -0.2025
N: -0.836 2.163 2.902  0.3398
H: 2.378 1.545 -1.892  0.3290
H: 5.216 0.268 -3.218  0.4623
H: 6.978 -0.901 -1.983  0.3886
H: 6.849 -0.988 0.583  0.4187
H: 5.177 0.554 1.683  0.4935
H: 2.248 1.933 4.399  0.3505
H: 0.401 2.527 6.066  0.4388
H: -2.086 2.583 6.553  0.4465
H: -3.641 2.457 4.585  0.4414
H: -2.804 1.987 2.296  0.4481
C: -3.025 -2.715 -1.280  -1.4129
C: -2.193 -2.616 -2.545  1.5659
C: -2.846 -2.944 -3.745  -0.6951
C: -2.089 -2.940 -4.909  -0.6285
C: -0.798 -2.480 -4.918  -0.6514
C: -0.129 -2.166 -3.783  -0.1322
C: -0.871 -2.245 -2.592  -0.9305
N: -0.222 -1.803 -1.358  0.2270
C: -0.394 -0.524 -0.911  0.2457
N: -1.017 0.280 -1.770  0.2483
C: -1.771 1.441 -1.446  0.0671
C: -1.550 2.107 -0.275  0.7602
C: -2.336 3.232 -0.021  -0.1243
C: -3.160 3.730 -1.022  -1.0172
C: -3.221 3.121 -2.268  -0.8792
C: -2.649 1.871 -2.481  0.6693
C: -2.834 1.115 -3.797  -1.3707
N: -0.126 -0.234 0.380  1.1806
C: 0.511 -1.220 1.246  -1.0414
C: 1.911 -1.553 1.036  0.2965
C: 2.584 -2.378 1.866  -0.8707
C: 1.841 -3.001 2.894  -0.9049
C: 0.518 -2.621 3.150  -1.0292
C: -0.192 -1.754 2.330  1.1932
C: -1.602 -1.438 2.644  -1.5182
H: -2.571 -2.130 -0.472  -0.2003
H: -3.142 -3.728 -0.948  0.4168
H: -3.971 -2.323 -1.596  0.5135
H: -3.899 -3.267 -3.662  0.4089
H: -2.535 -3.285 -5.814  0.4468
H: -0.234 -2.445 -5.854  0.4092
H: 0.897 -1.706 -3.654  0.4301
H: 0.131 -2.507 -0.758  0.2784
H: -1.027 -0.092 -2.662  0.0888
H: -2.211 3.785 0.889  0.5297
H: -3.674 4.685 -0.798  0.3495
H: -3.817 3.532 -3.067  0.4517
H: -3.809 1.390 -4.189  0.4318
H: -2.867 0.039 -3.833  0.1492
H: -1.989 1.337 -4.461  0.3655
H: 2.440 -1.142 0.191  0.8075
H: 3.624 -2.620 1.722  0.5151
H: 2.248 -3.668 3.630  0.4250
H: 0.020 -3.192 3.905  0.4601
H: -1.638 -0.577 3.234  0.1770
H: -2.171 -2.124 3.268  0.5113
H: -2.302 -1.245 1.807  0.0826

Results
energy: -75532.626 eV
HOMO (spin up / spin down): -10.791 / -10.783 eV
net charge: +1
<S²>: 2.019
spin multiplicity: 3